(1)
The following is a quantum chemistry calculation of 28 unconnected molecules or ions with the total composition C8H64N3O33P3 in a non-equilibrium geometry, from OMol25.

Results
- Lowest unoccupied orbital energy: -0.0645 hartree
- HOMO energy: -9.00 eV
- Calculated total energy: -4014.36634 Ha
- Kohn-Sham gap: 7.25 eV

Last column: Mulliken charge in e.
Atoms and positions in Å:
N 4.577 0.156 0.652  -0.50
P 4.426 -0.999 -0.474  0.05
C 2.659 -1.666 -0.524  0.24
C 2.261 -3.019 0.166  -0.74
C 0.809 -3.633 0.104  -0.88
C -0.314 -2.855 -0.680  0.13
P -2.091 -3.458 -0.897  1.64
N -3.186 -2.402 -0.392  -0.52
O -2.192 -4.957 -0.044  -0.48
O -2.279 -3.819 -2.577  -0.60
C 0.098 -1.509 -1.317  1.77
C 1.555 -0.889 -1.260  -0.09
C 1.544 0.487 -2.050  -0.05
O 2.585 1.116 -2.321  -0.58
N 0.143 0.784 -2.401  0.12
P -0.737 1.984 -1.406  0.52
O -2.171 2.412 -2.277  -0.45
O -1.352 1.101 -0.054  -0.34
C -0.690 -0.433 -2.192  -0.88
O -1.832 -0.671 -2.637  -0.51
H 5.297 -0.228 1.303  0.20
H 4.708 -0.516 -1.806  0.13
H 5.289 -2.124 -0.204  0.05
H 3.033 -3.653 0.729  0.29
H 0.562 -4.631 0.619  0.34
H -2.683 -1.564 -0.035  0.08
H -1.358 -5.424 -0.312  0.18
H -1.409 -3.650 -3.011  0.33
H -2.854 1.689 -2.165  0.35
H -0.739 1.247 0.708  0.16
O 0.557 4.228 0.265  -0.31
H 1.118 4.607 -0.426  0.25
H -0.226 4.795 0.267  0.12
O -1.469 6.351 1.312  -0.56
H -1.620 6.237 2.259  0.26
H -1.779 7.247 1.131  0.28
O 1.201 6.159 -1.680  -0.62
H 1.762 6.537 -2.369  0.25
H 0.419 6.726 -1.678  0.30
O 2.140 5.397 3.030  -0.63
H 1.639 5.100 2.257  0.34
H 2.981 4.929 2.957  0.31
O 0.363 -0.515 1.597  -0.34
H 0.957 -1.034 1.046  0.02
H -0.040 -1.167 2.189  0.34
O -0.181 -6.342 -2.199  -0.51
H -0.689 -6.648 -2.961  0.27
H 0.670 -6.789 -2.290  0.26
O -5.206 -5.202 -1.633  -0.64
H -4.407 -5.269 -1.091  0.34
H -5.026 -4.458 -2.223  0.32
O 3.988 1.998 3.055  -0.59
H 4.093 1.406 2.294  0.41
H 4.833 2.461 3.107  0.29
O -4.761 1.567 -1.832  -0.58
H -5.031 2.082 -2.603  0.25
H -5.528 1.010 -1.642  0.22
O 7.507 -1.386 -0.759  -0.56
H 8.195 -2.033 -0.564  0.27
H 7.909 -0.809 -1.421  0.29
O -3.364 5.077 -0.217  -0.66
H -3.239 4.483 -0.969  0.33
H -2.521 5.549 -0.149  0.32
O 1.205 -2.923 -3.906  -0.58
H 1.759 -2.534 -4.597  0.28
H 0.420 -2.361 -3.893  0.29
O -0.562 -0.640 4.403  -0.56
H -0.699 -0.754 5.354  0.30
H -0.873 0.260 4.230  0.31
O -1.891 -0.819 7.215  -0.61
H -1.668 -0.162 7.887  0.27
H -1.863 -1.660 7.690  0.32
O -1.621 -3.876 2.915  -0.61
H -2.129 -4.183 2.151  0.25
H -0.770 -4.322 2.824  0.29
O 2.967 -2.070 -6.694  -0.61
H 2.196 -1.975 -7.267  0.31
H 3.668 -1.604 -7.166  0.30
O 6.721 2.494 1.271  -0.60
H 5.947 2.589 0.697  0.29
H 7.423 2.955 0.795  0.31
O 0.149 2.307 4.505  -0.63
H 0.839 1.661 4.704  0.33
H 0.552 2.881 3.840  0.31
O -3.939 0.101 0.658  -0.61
H -4.717 0.181 0.097  0.27
H -3.250 0.565 0.173  0.32
O -1.328 5.461 -2.827  -0.58
H -1.829 5.163 -3.597  0.28
H -0.486 4.992 -2.900  0.30
O 9.108 3.911 2.247  -0.64
H 8.334 3.425 2.562  0.34
H 9.848 3.494 2.705  0.31
O -5.351 -6.564 1.483  -0.65
H -6.131 -6.485 0.918  0.38
H -4.664 -6.089 1.000  0.25
O -0.674 6.078 -5.684  -0.62
H -0.007 5.612 -5.165  0.30
H -1.204 6.540 -5.023  0.34
O 5.083 3.941 -0.778  -0.58
H 4.123 3.956 -0.885  0.30
H 5.381 4.740 -1.229  0.26
O -2.773 -2.873 5.432  -0.61
H -2.659 -3.461 4.673  0.34
H -1.940 -2.389 5.476  0.28
O -8.233 -7.235 2.404  -0.63
H -7.329 -7.098 2.719  0.32
H -8.761 -7.252 3.210  0.30
O -5.761 -1.412 -2.233  -0.65
H -6.518 -1.916 -1.910  0.32
H -5.002 -1.816 -1.786  0.40

(2)
The following is a quantum chemistry calculation of 3 unconnected molecules or ions with the total composition C18H19BBrF5O5, from OMol25.

Results
- Lowest unoccupied orbital energy: 0.0136 hartree
- HOMO energy: -9.12 eV
- Calculated total energy: -4171.79575 Ha
- SMILES: O=C(C[C@@H](O)C(F)(F)F)O[C@H](Br)CB(O)O.Fc1ccccc1.Fc1ccccc1
- Kohn-Sham gap: 9.49 eV

Last column: Mulliken charge in e.
Atoms and positions in Å:
O 3.866 -2.507 4.674  -0.55
C 4.116 -2.198 3.540  0.56
C 5.523 -2.123 2.991  -0.75
C 6.220 -0.744 2.955  -0.02
O 6.977 -0.606 1.756  -0.57
C 5.290 0.466 2.959  0.75
F 6.006 1.596 2.849  -0.29
F 4.612 0.531 4.119  -0.25
F 4.414 0.442 1.954  -0.23
O 3.141 -1.918 2.631  -0.35
C 2.055 -2.847 2.613  -0.05
Br 1.816 -3.335 0.732  -0.19
C 0.790 -2.203 3.175  -0.81
B 0.958 -0.620 3.187  0.88
O 1.237 0.057 4.363  -0.64
O 0.866 0.039 1.982  -0.60
H 5.557 -2.559 1.994  0.31
H 6.097 -2.769 3.655  0.37
H 6.893 -0.620 3.804  0.39
H 7.808 -1.077 1.874  0.33
H 2.329 -3.759 3.131  0.62
H -0.071 -2.435 2.551  0.33
H 0.631 -2.593 4.181  0.16
H 0.503 0.546 4.744  0.30
H 0.298 0.814 1.996  0.28
F -1.915 -1.905 0.931  -0.32
C -2.055 -1.442 -0.331  0.50
C -1.917 -0.089 -0.567  -0.34
C -2.063 0.380 -1.863  -0.37
C -2.347 -0.499 -2.898  -0.56
C -2.479 -1.854 -2.635  -0.33
C -2.332 -2.337 -1.341  -0.53
H -1.703 0.581 0.254  0.35
H -1.956 1.437 -2.065  0.39
H -2.461 -0.129 -3.907  0.39
H -2.699 -2.543 -3.439  0.37
H -2.426 -3.390 -1.115  0.43
F -4.706 1.251 -3.242  -0.28
C -4.922 2.387 -3.933  0.47
C -4.694 3.598 -3.310  -0.43
C -4.911 4.765 -4.029  -0.33
C -5.353 4.707 -5.343  -0.56
C -5.576 3.476 -5.945  -0.29
C -5.358 2.302 -5.240  -0.48
H -4.357 3.619 -2.283  0.43
H -4.734 5.723 -3.558  0.35
H -5.523 5.620 -5.898  0.37
H -5.924 3.428 -6.968  0.36
H -5.520 1.332 -5.690  0.41

(3)
The following is a quantum chemistry calculation of a molecular structure, C16H27N4O6STl in a non-equilibrium geometry, from OMol25.

Results
- Lowest unoccupied orbital energy (spin up / spin down): -0.3096 / -0.2990 hartree
- HOMO energy (spin up / spin down): -14.34 / -14.11 eV
- Calculated total energy: -1866.29845 Ha
- Kohn-Sham gap (spin up / spin down): 5.92 / 5.98 eV
- Charge: +2
- Energy relative to the best compared isomer or geometry (same formula, charge and spin): 1.392 eV

Last column: Mulliken charge in e.
Atoms and positions in Å:
Tl -0.581 -0.107 -0.081  1.01
C 2.849 0.346 0.638  -0.43
C 2.504 1.082 -0.626  -0.86
O 1.493 0.437 -1.412  -0.15
C 1.895 -0.619 -2.286  -0.71
C 2.085 -1.957 -1.597  -0.64
O 1.029 -2.192 -0.671  -0.10
C 1.382 -3.074 0.390  -0.41
C 0.263 -3.123 1.402  -0.82
O -0.200 -1.848 1.863  -0.28
C 0.504 -1.240 2.954  -0.73
C 1.827 -0.635 2.554  -0.66
O 1.643 0.116 1.358  -0.17
H 3.536 0.966 1.219  0.50
H 3.351 -0.602 0.433  0.26
H 3.402 1.243 -1.223  0.48
H 2.076 2.046 -0.357  0.24
H 2.827 -0.360 -2.792  0.44
H 1.107 -0.689 -3.032  0.27
H 3.047 -2.001 -1.084  0.41
H 2.088 -2.733 -2.368  0.47
H 2.326 -2.756 0.839  0.24
H 1.520 -4.088 0.009  0.48
H 0.587 -3.734 2.247  0.44
H -0.604 -3.597 0.945  0.29
H 0.661 -1.967 3.752  0.42
H -0.157 -0.455 3.318  0.30
H 2.591 -1.400 2.411  0.43
H 2.164 0.015 3.362  0.48
O -0.449 2.220 0.921  -0.27
N -1.006 3.180 0.408  -0.37
N -1.312 3.034 -0.901  0.97
O -1.184 1.941 -1.497  -0.54
C -1.926 4.157 -1.548  0.47
C -2.349 5.262 -0.802  -0.28
C -2.941 6.315 -1.471  -0.61
C -3.120 6.258 -2.849  -0.44
C -2.685 5.151 -3.576  -0.55
C -2.088 4.088 -2.930  -0.36
H -2.236 5.282 0.271  0.46
H -3.283 7.178 -0.911  0.40
H -3.608 7.080 -3.360  0.41
H -2.810 5.122 -4.652  0.39
H -1.736 3.222 -3.472  0.46
C -5.252 -3.502 -2.517  -1.05
N -3.914 -2.933 -2.695  -0.16
C -3.361 -2.043 -1.896  0.77
N -4.042 -1.615 -0.835  -0.29
S -1.767 -1.489 -2.268  -0.28
H -5.379 -4.307 -3.232  0.34
H -6.029 -2.758 -2.697  0.37
H -5.366 -3.920 -1.516  0.35
H -3.378 -3.216 -3.497  0.25
H -4.965 -1.960 -0.629  0.21
H -3.673 -0.884 -0.261  0.13

(4)
The following is a quantum chemistry calculation of 2 unconnected molecules or ions with the total composition CH3FO4PS in a non-equilibrium geometry, from OMol25.

Results
- Lowest unoccupied orbital energy (spin up / spin down): 0.0276 / 0.0013 hartree
- HOMO energy (spin up / spin down): -6.25 / -5.26 eV
- Calculated total energy: -1180.29008 Ha
- Kohn-Sham gap (spin up / spin down): 7.00 / 5.30 eV
- Charge: -1
- Energy relative to the best compared isomer or geometry (same formula, charge and spin): 3.537 eV

Last column: Mulliken charge in e.
Atoms and positions in Å:
C -1.311 -0.344 0.221  -0.72
O 1.443 2.317 0.964  -0.66
O 0.075 1.724 -1.206  -0.62
O 2.468 -0.239 -1.323  -0.31
O -0.574 0.576 1.055  -0.33
F -0.075 -3.061 -0.191  -0.71
P 0.597 1.382 0.150  0.92
S 1.867 -0.508 -0.064  0.50
H -1.193 -0.270 -0.843  0.37
H -2.330 -0.189 0.749  0.19
H -0.967 -1.388 0.487  0.37

(5)
The following is a quantum chemistry calculation of 2 unconnected molecules or ions with the total composition C20H33FNO4 in a non-equilibrium geometry, from OMol25.

Results
- Lowest unoccupied orbital energy: -0.1655 hartree
- HOMO energy: -11.59 eV
- Calculated total energy: -1237.19252 Ha
- Kohn-Sham gap: 7.08 eV
- Charge: +1
- Energy relative to the best compared isomer or geometry (same formula, charge and spin): 0.000 eV

Last column: Mulliken charge in e.
Atoms and positions in Å:
C -0.361 5.020 -2.149  -1.20
C 0.467 3.817 -2.623  -0.48
C 0.204 2.566 -1.821  0.64
F 0.306 2.836 -0.469  -0.31
O 1.170 1.605 -2.170  -0.42
C 1.016 0.375 -1.602  -0.13
O 0.603 -0.556 -2.181  -0.40
C 1.545 0.295 -0.198  0.86
C 2.784 0.891 0.050  -0.87
C 3.302 0.867 1.333  -0.46
N 2.612 0.286 2.329  0.11
C 3.200 0.302 3.690  -0.97
C 1.428 -0.307 2.108  0.49
C 0.846 -0.322 0.839  -0.10
O -0.323 -0.941 0.623  -0.34
C -1.457 -0.432 1.359  -1.56
C -2.245 0.599 0.556  2.73
C -2.618 1.800 1.421  -1.97
C -3.418 -0.022 -0.231  0.57
C -4.812 0.228 0.372  -1.57
C -3.414 0.554 -1.652  -1.57
H -1.058 5.326 -2.922  0.32
H -0.887 4.836 -1.219  0.35
H 0.310 5.854 -1.978  0.32
H 0.317 3.570 -3.670  0.38
H 1.525 4.028 -2.474  0.33
H -0.796 2.177 -2.017  0.01
H 3.312 1.364 -0.759  0.67
H 4.252 1.322 1.558  0.48
H 2.423 0.145 4.425  0.35
H 3.991 -0.436 3.744  0.35
H 3.622 1.288 3.845  0.38
H 0.937 -0.778 2.944  0.63
H -1.164 -0.009 2.321  0.47
H -2.093 -1.282 1.591  0.37
H -1.547 0.980 -0.190  -1.46
H -3.117 2.556 0.824  0.37
H -3.263 1.503 2.243  0.45
H -1.714 2.212 1.866  0.47
H -3.305 -1.098 -0.353  0.34
H -4.813 0.319 1.454  0.37
H -5.463 -0.611 0.145  0.41
H -5.264 1.122 -0.050  0.36
H -2.545 0.185 -2.198  0.31
H -4.315 0.285 -2.196  0.49
H -3.359 1.644 -1.625  0.32
C 1.633 -4.432 -1.431  -0.67
C 1.456 -3.287 -0.440  0.41
C 1.427 -4.029 0.889  -0.27
O 2.246 -5.182 0.728  -0.44
C 2.555 -5.366 -0.659  -0.49
H 2.046 -4.125 -2.390  0.38
H 0.672 -4.916 -1.614  0.30
H 2.328 -2.625 -0.484  -0.07
H 0.567 -2.695 -0.615  0.03
H 0.411 -4.353 1.139  0.21
H 1.813 -3.431 1.722  0.17
H 3.607 -5.105 -0.816  0.25
H 2.418 -6.415 -0.920  0.32

(6)
The following is a quantum chemistry calculation of a gas-phase ion, CHO2S2 (charge -1) in a non-equilibrium geometry, from OMol25.

Results
- Lowest unoccupied orbital energy: 0.1328 hartree
- HOMO energy: -2.94 eV
- Calculated total energy: -985.56972 Ha
- SMILES: [O-]SOC=S
- Kohn-Sham gap: 6.55 eV
- Charge: -1
- Energy relative to the best compared isomer or geometry (same formula, charge and spin): 1.847 eV

Last column: Mulliken charge in e.
Atoms and positions in Å:
O 1.379 -0.860 -1.412  -0.60
S 1.891 -0.163 -0.141  0.09
O 0.369 0.188 0.905  -0.32
C -0.771 0.242 0.314  0.03
S -2.191 0.553 1.167  -0.42
H -0.677 0.040 -0.833  0.22